Formula: C14H23NO5P
Source: OMol25
Level of theory: ωB97M-V/def2-TZVPD

The geometry in XYZ format:
```
44
Properties=species:S:1:pos:R:3:forces:R:3:mulliken_charge:R:1
C -2.71738 -2.28682 1.75929 -0.19 -0.10 -0.03 -1.03
C -2.36636 -3.34917 0.70586 0.46 0.33 0.10 -0.58
P -2.53349 -2.78447 -1.02093 -0.89 0.06 0.23 0.07
C -1.32684 -3.89020 -1.79839 0.26 0.02 -0.15 -1.18
O -1.58319 -1.34084 -0.82358 0.70 -0.17 -0.53 -0.07
C -1.50480 -0.47888 -1.83542 -0.27 0.16 0.21 -0.10
O -2.33227 -0.21974 -2.66038 0.20 -0.14 0.08 -0.47
C -0.16680 0.22398 -1.83231 0.07 0.05 0.08 0.69
C 0.98483 -0.49066 -2.17936 -0.45 -0.11 0.10 -0.35
C 2.17347 0.16870 -2.20791 0.23 0.11 -0.01 -0.73
N 2.21481 1.47691 -1.88686 0.00 0.10 0.00 0.13
C 1.13735 2.20898 -1.53406 0.25 0.06 -0.01 0.34
C 1.33416 3.64579 -1.17205 0.00 -0.15 0.21 -1.20
C 1.79130 3.89528 0.29861 -0.04 -0.06 -0.28 -0.52
C 2.20911 2.66149 1.07496 0.25 0.19 0.30 -0.42
O 2.49274 3.12609 2.38957 -0.27 -0.01 -0.11 -0.37
C 2.46338 2.22105 3.42151 0.07 -0.02 0.15 0.63
C 2.97536 0.83407 3.13294 -0.23 -0.03 -0.04 -0.88
O 2.06968 2.57250 4.48880 0.12 0.06 -0.06 -0.50
C -0.08286 1.57358 -1.51911 -0.30 -0.33 -0.04 -0.14
H -3.73480 -2.42045 2.11631 -0.03 0.02 0.03 0.34
H -2.03540 -2.36222 2.60330 -0.06 -0.04 0.08 0.31
H -2.63177 -1.27293 1.37275 0.03 0.05 -0.03 0.26
H -3.02037 -4.21673 0.78714 -0.01 -0.08 0.04 0.41
H -1.33468 -3.67693 0.85158 -0.01 -0.12 -0.01 0.45
H -0.33940 -3.87715 -1.33280 -0.03 0.06 0.09 0.31
H -1.74037 -4.89327 -1.67213 -0.02 -0.05 -0.06 0.43
H -1.23872 -3.70146 -2.86742 -0.04 -0.02 -0.05 0.34
H 0.93183 -1.54312 -2.41858 0.05 0.00 -0.01 0.50
H 3.10923 -0.29970 -2.47217 0.05 0.04 -0.02 0.45
H 3.10945 1.94944 -1.91356 0.05 0.00 -0.02 0.33
H 2.04699 4.08310 -1.87033 -0.02 0.07 -0.06 0.44
H 0.37145 4.12837 -1.31671 0.07 0.17 -0.16 0.35
H 2.63147 4.58601 0.28800 -0.04 0.09 0.07 0.25
H 0.97881 4.37768 0.83567 0.02 0.00 0.09 0.29
H 1.41107 1.91497 1.10940 -0.03 -0.06 -0.07 0.47
H 3.10860 2.20745 0.64485 -0.02 -0.10 -0.06 0.28
H 2.12023 0.18813 2.92471 0.01 -0.05 -0.01 0.26
H 3.65675 0.79009 2.28845 0.10 0.02 0.02 0.32
H 3.45249 0.46407 4.03452 0.05 -0.03 0.00 0.33
H -0.97161 2.13032 -1.25800 -0.01 0.03 -0.01 0.53
O -5.60036 -3.13987 0.24199 0.06 0.04 0.09 -0.59
H -5.09524 -2.49101 -0.26003 -0.10 -0.01 -0.14 0.32
H -6.41783 -2.69244 0.48188 -0.03 -0.04 0.00 0.30
```
Forces are in eV/Å.

The calculation puts the relative energy (zero: lowest compared OMol25 entry of this formula, charge and spin) at 0.0 kJ/mol. As for the net charge: +1. Its largest force on an atom is 0.92 eV Å⁻¹. The orbital gap is 0.2643 hartree. The calculation puts the total energy at -1319.362609 Ha.

---

Formula: C13H33N14O12P
Source: OMol25
Level of theory: ωB97M-V/def2-TZVPD

The geometry in XYZ format:
```
73
Properties=species:S:1:pos:R:3:forces:R:3:mulliken_charge:R:1
O 5.23569 -2.28666 0.63995 0.02 -0.06 0.32 -0.55
C 4.89806 -1.20093 1.05087 0.05 -0.15 -0.13 -0.09
C 5.83857 -0.06591 1.24357 0.07 0.31 0.05 -0.30
C 5.43193 1.16252 0.92489 0.14 -0.23 0.20 -0.51
C 4.04749 1.29956 0.40180 0.01 0.06 0.01 0.18
O 3.73511 2.04046 -0.49830 0.00 0.10 0.12 -0.53
C 3.06278 0.37285 1.05027 -0.29 -0.31 -0.44 0.28
P 1.40430 0.90115 1.50643 0.00 0.11 2.22 0.95
O 1.24223 0.69019 2.96136 -0.14 -0.33 -0.10 -0.80
O 0.34366 0.03400 0.71512 0.26 0.37 -0.69 -0.36
O 1.25005 2.41649 1.11454 0.08 -0.24 -0.76 -0.54
C 3.47567 -0.86145 1.34381 -0.11 0.39 0.00 -0.04
H 6.82445 -0.27449 1.63631 0.11 -0.08 -0.20 0.44
H 6.04429 2.04552 1.05924 0.03 0.05 -0.22 0.62
H -0.28820 -0.33034 1.35976 -0.26 -0.09 -0.32 0.21
H 1.94850 2.91523 1.59099 -0.26 0.12 0.23 0.46
H 2.83003 -1.60315 1.79625 -0.01 -0.14 -0.14 0.55
N -0.41599 -0.76429 -3.09448 0.26 -0.01 -0.21 -0.13
C 0.79050 -0.63521 -3.72432 -0.17 0.03 0.20 0.58
N 1.78675 -0.12260 -2.93632 0.08 -0.10 0.01 -0.28
O 0.96866 -0.95007 -4.88898 0.02 0.01 -0.01 -0.68
H -0.57725 -0.49269 -2.14189 -0.04 0.06 0.01 0.13
H -1.18906 -1.14120 -3.61282 -0.17 -0.06 0.14 0.12
H 2.69572 0.00220 -3.33896 -0.01 0.02 -0.02 0.16
H 1.63448 0.12064 -1.97739 0.04 0.14 0.07 0.16
N 1.36663 3.05824 5.00553 0.03 0.22 -0.07 -0.35
C 2.60496 3.32963 4.51880 -0.35 -0.14 0.35 0.62
N 3.51426 3.83677 5.40281 0.04 -0.07 -0.06 -0.45
O 2.89697 3.11843 3.35101 0.46 0.14 -0.64 -0.63
H 1.09825 3.21442 5.95765 0.04 0.01 0.02 0.17
H 0.71465 2.63167 4.36962 0.09 -0.23 -0.01 0.22
H 4.43029 4.04458 5.04893 -0.01 0.05 -0.02 0.23
H 3.30655 4.01657 6.36595 -0.03 0.00 0.00 0.15
N 6.48449 1.86300 4.29947 -0.01 0.04 0.01 -0.31
C 7.36992 2.66119 3.62744 -0.08 0.00 0.07 0.70
N 8.63649 2.70491 4.13964 -0.01 -0.01 -0.01 -0.42
O 7.04293 3.29686 2.63928 0.09 0.01 -0.01 -0.66
H 6.72440 1.33405 5.11603 0.02 -0.01 0.00 0.17
H 5.54330 1.82367 3.94838 -0.04 0.00 -0.02 0.14
H 9.30256 3.28415 3.66418 0.00 0.01 -0.02 0.24
H 8.92455 2.19282 4.95104 -0.01 -0.01 0.00 0.15
N -0.36140 -3.08640 -0.22086 -0.01 0.05 0.22 -0.37
C -1.55443 -2.88611 0.39936 0.11 -0.21 -0.26 0.77
N -2.25468 -4.01052 0.72554 0.02 0.11 0.07 -0.39
O -1.97553 -1.75912 0.64505 -0.17 0.12 0.33 -0.62
H -0.00036 -3.99335 -0.44659 -0.03 -0.01 -0.05 0.16
H 0.16389 -2.27325 -0.48752 -0.01 0.00 -0.07 0.12
H -3.14588 -3.89233 1.17032 -0.03 -0.01 -0.03 0.23
H -1.93211 -4.93724 0.52346 0.01 0.00 -0.05 0.15
N -5.22632 -1.17490 0.80688 0.08 -0.11 -0.14 -0.22
C -5.87636 -1.29494 1.99886 0.10 0.06 0.01 0.56
N -5.06876 -1.65788 3.04868 -0.01 -0.14 0.02 -0.32
O -7.07146 -1.09881 2.13317 0.00 -0.03 0.01 -0.67
H -4.23954 -1.34518 0.69623 0.12 0.09 -0.01 0.20
H -5.76499 -0.89509 0.00918 -0.02 0.02 0.01 0.10
H -5.49987 -1.75476 3.94784 -0.02 0.02 0.00 0.20
H -4.07924 -1.79437 2.95620 0.02 0.11 -0.04 0.18
N -4.12388 0.49562 -3.83219 0.06 -0.04 0.04 -0.36
C -4.19589 -0.77541 -3.34143 -0.19 0.13 -0.14 0.69
N -5.45845 -1.26207 -3.15735 -0.08 0.02 0.13 -0.45
O -3.20467 -1.44104 -3.08646 0.06 -0.11 0.02 -0.72
H -4.93116 1.04719 -4.05588 -0.03 -0.04 -0.03 0.18
H -3.20906 0.88177 -3.97671 0.01 0.00 0.01 0.22
H -5.54132 -2.19792 -2.80761 0.01 -0.02 -0.02 0.22
H -6.29001 -0.74178 -3.36932 0.01 0.01 -0.08 0.16
N -7.08865 -1.95508 -6.79120 -0.02 0.03 0.00 -0.41
C -6.81643 -0.61701 -6.88330 0.13 -0.09 0.01 0.72
N -5.70430 -0.29808 -7.61151 -0.07 0.02 0.00 -0.40
O -7.51114 0.22799 -6.34439 0.04 0.01 0.10 -0.65
H -6.52550 -2.66541 -7.21755 0.02 0.01 -0.01 0.16
H -7.89987 -2.22262 -6.26718 -0.02 0.01 -0.01 0.21
H -5.47802 0.67413 -7.70125 0.00 0.01 0.00 0.21
H -5.11427 -0.97878 -8.04991 0.00 -0.01 0.02 0.17
```
Forces are in eV/Å.

The SMILES is O=C1C=CC(=O)C(P(=O)(O)O)=C1.NC(N)=O.NC(N)=O.NC(N)=O.NC(N)=O.NC(N)=O.NC(N)=O.NC(N)=O. Its largest force on an atom is 2.23 eV Å⁻¹. The orbital gap is 0.3014 hartree. The calculation puts the total energy at -2526.365615 Ha.